Formula: C4H6O2
Source: the Open Molecules 2025 dataset
Level of theory: wB97M-V/def2-TZVPD

For the HOMO energy, the calculation gives -8.821 eV. The value obtained for the energy above the lowest of the compared OMol25 structures with the same formula, charge and spin is 558.7 kJ/mol. The lowest unoccupied orbital energy comes out at 0.6 eV. The value obtained for the total energy is -8334.670 eV.

```
12
C4H6O2 wB97M-V/def2-TZVPD
C -1.10 0.32 1.19
O 0.01 -0.26 1.86
C 0.27 0.55 0.72
C 0.81 -0.21 -0.46
C 0.05 -1.32 -1.06
O 0.41 0.32 -1.76
H -1.73 -0.38 0.65
H -1.60 1.11 1.75
H 0.75 1.50 0.95
H 1.91 -0.21 -0.47
H -0.54 0.49 -1.73
H 0.77 -1.91 -1.65
```

=====

Formula: C4H6O2
Source: the Open Molecules 2025 dataset
Level of theory: wB97M-V/def2-TZVPD

For the HOMO energy, the calculation gives -8.892 eV. The value obtained for the energy above the lowest of the compared OMol25 structures with the same formula, charge and spin is 530.3 kJ/mol. The lowest unoccupied orbital energy comes out at 0.0 eV. The value obtained for the total energy is -8334.965 eV.

```
12
C4H6O2 wB97M-V/def2-TZVPD
C 1.90 0.70 0.22
O 1.97 -0.67 0.43
C 0.78 -0.19 -0.21
C -0.39 0.01 0.62
C -1.64 0.08 -0.19
O -1.81 -1.33 -0.03
H 1.78 1.31 1.11
H 2.54 1.11 -0.57
H 0.73 -0.44 -1.27
H -1.84 -1.50 0.93
H -1.57 0.26 -1.27
H -2.46 0.66 0.24
```

=====

Formula: C4H6O2
Source: the Open Molecules 2025 dataset
Level of theory: wB97M-V/def2-TZVPD

For the HOMO energy, the calculation gives -9.743 eV. Its SMILES is C=C[C@H](O)C=O. The value obtained for the energy above the lowest of the compared OMol25 structures with the same formula, charge and spin is 174.8 kJ/mol. The lowest unoccupied orbital energy comes out at 0.8 eV. The value obtained for the total energy is -8338.649 eV.

```
12
C4H6O2 wB97M-V/def2-TZVPD
C -0.90 -1.35 0.44
C -0.77 -0.06 0.73
C 0.15 0.86 -0.03
O -0.31 1.22 -1.33
C 1.55 0.28 -0.25
O 1.91 -0.84 0.01
H -1.53 -2.00 1.05
H -0.34 -1.83 -0.35
H -1.29 0.37 1.58
H 0.26 1.81 0.51
H -0.95 0.55 -1.61
H 2.23 1.00 -0.75
```

=====

Formula: C4H6O2
Source: the Open Molecules 2025 dataset
Level of theory: wB97M-V/def2-TZVPD

For the HOMO energy, the calculation gives -9.629 eV. Its SMILES is O=C1CC[C@@H]1O. The value obtained for the energy above the lowest of the compared OMol25 structures with the same formula, charge and spin is 214.1 kJ/mol. The lowest unoccupied orbital energy comes out at 0.5 eV. The value obtained for the total energy is -8338.242 eV.

```
12
C4H6O2 wB97M-V/def2-TZVPD
O -1.04 -1.61 -0.02
C -0.58 -0.50 -0.09
C -1.28 0.79 -0.07
C 0.08 1.45 -0.06
C 0.75 0.09 0.44
O 1.90 -0.34 -0.21
H -1.77 0.77 0.91
H -2.04 1.06 -0.83
H 0.42 1.68 -1.11
H 0.03 2.39 0.50
H 0.86 0.00 1.42
H 1.77 -1.29 -0.39
```

=====

Formula: C4H6O2
Source: the Open Molecules 2025 dataset
Level of theory: wB97M-V/def2-TZVPD

For the HOMO energy, the calculation gives -9.982 eV. Its SMILES is C[C@H]1OCC1=O. The value obtained for the energy above the lowest of the compared OMol25 structures with the same formula, charge and spin is 164.9 kJ/mol. The lowest unoccupied orbital energy comes out at 0.9 eV. The value obtained for the total energy is -8338.752 eV.

```
12
C4H6O2 wB97M-V/def2-TZVPD
C -1.62 -0.46 -0.25
C -0.27 -0.24 0.37
O 0.85 -0.97 -0.20
C 1.76 0.14 0.00
C 0.51 1.02 0.04
O 0.22 2.11 -0.38
H -2.34 0.24 0.18
H -1.59 -0.30 -1.33
H -1.98 -1.48 -0.05
H -0.30 -0.41 1.46
H 2.48 0.31 -0.80
H 2.28 0.04 0.97
```

=====

Formula: C4H6O2
Source: the Open Molecules 2025 dataset
Level of theory: wB97M-V/def2-TZVPD

For the HOMO energy, the calculation gives -9.888 eV. Its SMILES is C1OC[C@H]2O[C@@H]12. The value obtained for the energy above the lowest of the compared OMol25 structures with the same formula, charge and spin is 202.9 kJ/mol. The lowest unoccupied orbital energy comes out at 1.0 eV. The value obtained for the total energy is -8338.358 eV.

```
12
C4H6O2 wB97M-V/def2-TZVPD
C -1.29 -0.27 -0.03
O -0.81 0.76 -0.89
C 0.55 1.05 -0.60
C 1.10 -0.19 0.10
O 0.69 -0.14 1.47
C -0.07 -0.94 0.56
H -1.94 0.14 0.75
H -1.86 -0.99 -0.64
H 1.05 1.34 -1.52
H 0.60 1.88 0.12
H 2.06 -0.66 -0.11
H -0.07 -2.00 0.81
```

=====

Formula: C4H6O2
Source: the Open Molecules 2025 dataset
Level of theory: wB97M-V/def2-TZVPD

For the HOMO energy, the calculation gives -9.647 eV. Its SMILES is C=COC(C)=O. The value obtained for the energy above the lowest of the compared OMol25 structures with the same formula, charge and spin is 88.4 kJ/mol. The lowest unoccupied orbital energy comes out at 0.9 eV. The value obtained for the total energy is -8339.545 eV.

```
12
C4H6O2 wB97M-V/def2-TZVPD
C -2.61 -0.30 -0.08
C -1.41 0.22 0.04
O -0.24 -0.50 0.15
C 0.96 0.16 0.02
C 2.12 -0.76 -0.06
O 0.98 1.34 -0.03
H -2.74 -1.35 -0.16
H -3.48 0.34 -0.11
H -1.30 1.31 0.05
H 2.58 -0.84 0.96
H 1.85 -1.81 -0.46
H 2.86 -0.28 -0.73
```

=====

Formula: C4H6O2
Source: the Open Molecules 2025 dataset
Level of theory: wB97M-V/def2-TZVPD

For the HOMO energy, the calculation gives -8.881 eV. Its SMILES is CC=C=O.C=O. The value obtained for the energy above the lowest of the compared OMol25 structures with the same formula, charge and spin is 280.6 kJ/mol. The lowest unoccupied orbital energy comes out at 0.1 eV. The value obtained for the total energy is -8337.553 eV.

```
12
C4H6O2 wB97M-V/def2-TZVPD
C -1.88 -0.23 0.66
C -0.42 0.01 0.41
C -0.09 0.37 -0.81
O 0.05 0.62 -1.95
H -2.35 0.67 1.05
H -2.38 -0.52 -0.27
H -1.99 -1.04 1.38
H 0.31 -0.02 1.21
C 2.20 0.03 -0.44
O 2.60 0.55 0.58
H 1.37 -0.71 -0.38
H 2.58 0.26 -1.45
```

=====

> Among the records above, which one has the lowest lowest unoccupied orbital energy?

number 2

=====

> Among the records above, which one has the lowest lowest unoccupied orbital energy?

number 2

=====

> Which formula does entry 1 have?

C4H6O2